[1]
ORCA calculation (the ωB97M-V functional and the def2-TZVPD basis) on a molecular structure, C21H53CdN4O5.

Each line ends with the Mulliken charge.
Geometry (Å):
1 C -31.06 -21.96 -25.53  -0.57
2 H -32.74 -16.42 -22.37  0.60
3 C -28.40 -19.64 -23.11  -1.40
4 H -34.14 -14.34 -23.38  0.42
5 C -30.92 -20.07 -27.00  -0.55
6 Cd -33.36 -19.83 -25.35  0.05
7 H -27.61 -19.04 -23.57  0.57
8 H -29.21 -16.60 -25.94  0.29
9 H -36.95 -18.92 -22.38  0.43
10 H -29.14 -15.08 -25.03  0.33
11 H -32.60 -20.04 -23.06  -0.10
12 H -33.32 -17.93 -27.28  0.36
13 H -38.81 -15.80 -25.59  0.35
14 N -29.89 -19.56 -21.10  0.07
15 H -30.34 -17.31 -27.87  0.27
16 H -31.67 -21.86 -22.05  0.34
17 H -32.37 -14.03 -23.02  0.36
18 H -32.47 -19.50 -28.24  0.35
19 H -28.09 -20.68 -23.13  0.34
20 H -31.37 -19.36 -22.27  0.14
21 H -38.20 -15.88 -27.16  0.28
22 H -30.62 -22.98 -21.38  0.39
23 N -33.26 -16.83 -23.13  -0.41
24 H -27.47 -17.43 -22.00  0.45
25 H -35.04 -17.71 -25.66  0.33
26 C -31.77 -18.96 -27.61  0.12
27 H -31.47 -21.70 -18.88  0.39
28 H -30.68 -22.68 -26.26  0.33
29 C -27.47 -19.82 -20.71  -1.46
30 O -32.45 -19.37 -23.76  -0.06
31 N -32.61 -18.26 -26.64  0.17
32 C -32.91 -15.90 -24.16  0.38
33 C -31.39 -16.14 -24.50  -1.29
34 H -35.72 -20.06 -22.68  0.31
35 H -26.51 -19.58 -21.17  0.42
36 H -36.49 -16.37 -24.16  0.27
37 H -30.49 -18.33 -29.31  0.42
38 O -30.98 -18.85 -21.56  -0.28
39 H -36.63 -19.30 -25.00  0.42
40 C -36.00 -19.03 -22.90  -1.33
41 C -27.65 -21.28 -20.43  -0.64
42 C -33.10 -14.44 -23.71  -1.71
43 H -27.33 -19.26 -19.78  0.43
44 H -31.40 -19.99 -18.96  0.44
45 O -31.00 -15.61 -25.78  -0.43
46 H -29.16 -17.18 -22.11  0.10
47 H -31.75 -22.46 -24.85  0.28
48 C -29.61 -15.59 -25.87  -0.87
49 H -32.88 -13.79 -24.55  0.40
50 H -33.57 -16.14 -25.00  0.23
51 H -29.12 -22.54 -19.56  0.47
52 H -35.34 -18.29 -22.44  0.27
53 H -30.47 -20.69 -27.77  0.49
54 C -30.67 -21.92 -21.62  -1.57
55 H -32.77 -17.68 -23.34  -0.31
56 H -27.35 -22.03 -21.16  0.33
57 C -36.18 -18.54 -24.37  0.05
58 H -37.33 -14.97 -25.85  0.31
59 H -30.92 -15.59 -23.68  0.93
60 H -32.19 -17.38 -26.39  -0.14
61 H -29.38 -19.46 -23.54  -0.06
62 C -30.25 -20.90 -20.55  1.81
63 H -30.20 -21.57 -24.99  0.16
64 C -31.43 -20.87 -19.59  -1.94
65 H -28.94 -20.98 -18.81  0.37
66 O -31.75 -20.89 -26.14  -0.31
67 C -37.01 -17.25 -24.54  -0.73
68 C -37.86 -15.88 -26.12  -0.82
69 H -30.07 -19.65 -26.47  0.28
70 H -34.42 -17.68 -24.22  0.27
71 H -29.31 -15.04 -26.77  0.30
72 O -37.14 -17.04 -25.89  -0.37
73 H -28.55 -17.37 -20.49  0.44
74 C -28.41 -17.71 -21.52  -1.72
75 C -29.03 -21.48 -19.77  -1.26
76 C -31.02 -17.92 -28.45  -1.37
77 H -26.98 -21.49 -19.59  0.41
78 H -30.87 -17.08 -24.34  0.41
79 H -37.93 -17.45 -23.99  0.52
80 C -28.58 -19.20 -21.64  1.80
81 H -30.01 -21.72 -22.47  0.31
82 H -31.70 -17.16 -28.84  0.41
83 N -34.83 -18.32 -24.89  0.21
84 H -32.36 -20.83 -20.15  0.28

The HOMO energy comes out at -9.8 eV. As for the charge: +1. Its spin multiplicity is 1. The value obtained for the calculated total energy is -1594.48713 Ha.

[2]
ORCA calculation (the ωB97M-V functional and the def2-TZVPD basis) on 6 unconnected molecules or ions with the total composition C21H53NO12.

Each line ends with the Mulliken charge.
Geometry (Å):
1 H 5.17 -1.30 -2.51  0.29
2 H -3.11 -7.42 6.74  0.24
3 H 3.19 7.05 -1.40  0.31
4 H -3.03 7.81 -4.83  0.30
5 C -5.15 -3.30 2.22  -0.65
6 H -5.11 -4.24 2.77  0.32
7 N 0.84 0.08 2.27  0.82
8 C 5.43 -1.76 -1.57  -0.63
9 C -4.82 -0.96 2.61  -0.73
10 H -2.44 -3.76 -0.96  0.31
11 O -4.83 4.70 -2.54  -0.34
12 H 3.72 -3.08 -3.08  0.37
13 H -5.37 -3.93 0.27  0.30
14 O 3.68 8.80 -0.19  -0.33
15 H 5.93 -5.02 -2.49  0.38
16 H -3.09 -8.57 4.82  0.35
17 C -4.55 -3.49 0.85  -0.27
18 H -0.41 -0.95 3.39  0.28
19 H 1.30 -1.39 3.66  0.30
20 H 7.88 -3.29 -4.83  0.23
21 H 4.84 -5.01 -3.82  0.39
22 C -3.45 4.50 -2.68  -0.60
23 H 6.86 -4.67 -5.30  0.31
24 C -1.16 -7.50 5.01  -0.55
25 H 3.53 -4.35 -1.93  0.35
26 O -3.47 5.95 -4.68  -0.29
27 H -6.20 5.80 -1.23  0.27
28 H 6.22 9.83 -3.97  0.26
29 H -1.57 -6.63 4.50  0.36
30 C -2.02 -8.70 4.66  -0.45
31 C -2.09 -11.03 4.93  -0.75
32 H -4.54 -0.21 3.36  0.24
33 H -3.76 -4.84 -1.21  0.32
34 C 3.81 10.69 -1.75  -0.49
35 H 2.25 7.35 0.00  0.32
36 H 6.48 -2.07 -1.59  0.22
37 H -2.98 6.60 -2.82  0.28
38 C 4.27 -3.66 -2.34  -0.58
39 H -2.49 -5.78 6.74  0.26
40 O 6.15 -3.50 -3.95  -0.29
41 O -1.50 -9.83 5.40  -0.28
42 H -4.21 -0.72 1.74  0.25
43 O 1.62 0.84 2.89  -0.51
44 O -4.56 -2.28 3.05  -0.34
45 C 5.63 10.55 -3.40  -0.73
46 C -2.95 -4.61 -0.52  -0.78
47 H -4.91 4.77 -0.54  0.28
48 H 3.17 11.44 -2.21  0.32
49 H -4.28 -2.57 0.33  0.30
50 O 0.28 0.28 1.18  -0.50
51 H 7.89 -4.80 -3.82  0.29
52 O -3.41 -4.30 0.80  -0.26
53 H -1.69 -11.26 3.94  0.30
54 C -2.95 6.94 -5.49  -0.69
55 H -0.16 -7.67 4.63  0.31
56 H -2.32 -5.51 -0.53  0.25
57 H -5.88 -0.87 2.40  0.33
58 H -1.82 5.45 -3.61  0.36
59 C -2.86 5.70 -3.43  -0.34
60 H 5.27 11.41 -3.97  0.28
61 H 5.33 -0.95 -0.85  0.25
62 C 0.54 -1.19 2.90  -0.65
63 H -2.98 4.24 -1.73  0.38
64 H -4.54 6.30 -1.27  0.25
65 H 2.14 9.30 -1.57  0.34
66 O -1.06 -7.20 6.42  -0.34
67 H 0.47 -1.98 2.16  0.26
68 H -3.52 7.21 -6.38  0.24
69 H -3.16 -10.96 5.11  0.31
70 H 4.58 11.24 -1.21  0.36
71 H -1.93 6.70 -5.75  0.27
72 H -3.34 3.63 -3.33  0.30
73 C -5.19 5.43 -1.36  -0.66
74 H 3.95 6.79 0.12  0.26
75 C 3.27 7.46 -0.39  -0.74
76 H 6.35 10.83 -2.63  0.32
77 O 4.67 -2.86 -1.23  -0.39
78 C 2.89 9.76 -0.94  -0.54
79 C 5.34 -4.35 -3.11  -0.48
80 C 7.31 -4.14 -4.46  -0.72
81 H 2.32 10.43 -0.28  0.36
82 H -1.59 -11.75 5.58  0.25
83 H -6.21 -3.06 2.16  0.41
84 H -2.28 -6.90 8.15  0.27
85 H -1.83 -8.82 3.59  0.37
86 C -2.27 -6.80 7.06  -0.64
87 O 4.46 9.93 -2.76  -0.31

The HOMO energy comes out at -9.5 eV. The energy relative to the best compared isomer or geometry (same formula, charge and spin) is 1.747 eV. Its spin multiplicity is 1. The value obtained for the calculated total energy is -1789.13475 Ha.

[3]
ORCA calculation (the ωB97M-V functional and the def2-TZVPD basis) on 5 unconnected molecules or ions with the total composition C21H54BNO7Si.

Each line ends with the Mulliken charge.
Geometry (Å):
1 H 0.02 0.22 -5.95  -0.15
2 H 2.45 0.54 -3.36  0.34
3 H 1.98 4.07 -0.40  0.31
4 C 1.91 1.47 -3.19  -0.63
5 H -2.16 -0.44 5.26  0.32
6 H 1.90 1.81 -5.28  0.25
7 H 2.93 5.66 -8.57  0.27
8 H 3.26 7.12 -6.26  0.32
9 H -2.05 2.00 -1.88  0.17
10 H 3.53 4.63 -6.71  0.32
11 H -1.33 2.97 -3.15  0.27
12 C -2.62 -4.60 7.92  -0.37
13 H -3.27 -1.85 -0.91  0.34
14 C 1.80 -1.80 4.36  -1.05
15 H -3.05 -3.42 9.67  0.29
16 H -2.64 -2.29 -2.50  0.30
17 O 1.08 1.24 -2.07  -0.31
18 C -0.28 -4.05 7.97  -0.26
19 C -1.75 -1.36 4.86  -0.85
20 C 1.25 4.05 -1.21  -1.02
21 H 0.06 5.55 -7.48  0.33
22 H 1.79 0.33 4.64  0.38
23 H -2.47 -5.66 7.65  0.30
24 H 0.38 -3.34 7.47  0.30
25 H 0.71 2.81 -4.46  0.11
26 H -0.36 -3.63 -3.13  0.11
27 C -2.42 -1.74 -1.59  -0.59
28 C 1.15 1.80 -4.48  -0.23
29 H -2.43 -4.42 -1.90  0.30
30 H -0.26 -3.79 9.04  0.31
31 H -2.57 -2.05 4.65  0.39
32 H 0.26 -5.71 6.70  0.30
33 O -1.56 -3.81 7.42  -0.34
34 H -1.13 -1.82 5.62  -0.02
35 H 2.59 -1.97 5.09  0.39
36 O -2.57 0.83 -5.06  -0.31
37 O -1.19 -3.56 -0.47  -0.45
38 O -0.82 0.28 -3.93  -0.01
39 C -0.98 -1.09 3.58  -0.17
40 C -1.42 -4.54 -1.47  -0.35
41 H -0.59 -5.37 -3.26  0.39
42 H 1.22 6.81 -7.09  0.31
43 H 0.67 -0.53 5.69  0.28
44 H 1.24 -5.56 8.16  0.40
45 H -3.72 -5.06 9.70  0.39
46 H -0.96 -1.63 -0.02  0.06
47 H -0.39 -6.21 8.26  0.28
48 H 2.73 6.74 -4.62  0.32
49 H 0.53 4.85 -1.02  0.40
50 H -1.63 -0.64 2.83  0.27
51 H 4.38 6.36 -5.14  0.40
52 Si 0.27 2.46 -1.29  0.68
53 H 1.13 -2.66 4.39  0.22
54 H 1.73 4.42 -8.94  0.29
55 H 2.99 4.31 -5.07  0.16
56 N -2.09 -0.07 -4.52  0.25
57 C -2.86 -4.46 9.41  -1.06
58 H -0.60 -2.02 3.15  0.26
59 H 2.25 -1.76 3.37  0.32
60 H -0.44 2.68 1.03  0.35
61 O 0.08 -0.15 3.73  -0.42
62 C -1.15 -2.22 -0.92  0.03
63 H 0.83 1.44 0.88  0.26
64 H -0.83 1.07 0.41  0.12
65 C -1.38 2.84 -2.07  -0.99
66 H 1.76 4.31 -2.15  0.16
67 C 1.08 -0.50 4.67  -0.30
68 C 0.23 -5.46 7.76  -1.16
69 C 3.34 6.39 -5.46  -1.25
70 C -0.38 -4.57 -2.57  -0.86
71 C 1.12 5.75 -7.35  -0.38
72 C -0.07 1.85 0.43  -0.99
73 C 2.89 5.00 -5.90  -0.11
74 H -1.42 -5.49 -0.93  0.37
75 C 1.86 5.46 -8.65  -1.05
76 O 1.52 4.93 -6.27  -0.34
77 H 1.46 6.09 -9.45  0.40
78 H -3.50 -4.27 7.37  0.32
79 H -2.32 -0.69 -1.86  -0.11
80 H -2.00 -4.80 9.99  0.27
81 H -0.29 -2.06 -1.58  0.20
82 B 0.09 0.73 -4.88  0.18
83 H -1.80 3.74 -1.63  0.49
84 H 0.62 -4.73 -2.15  0.28
85 H 2.67 2.23 -2.99  0.27

The HOMO energy comes out at -9.4 eV. The energy relative to the best compared isomer or geometry (same formula, charge and spin) is 0.000 eV. Its spin multiplicity is 1. The value obtained for the calculated total energy is -1728.22393 Ha.

[4]
ORCA calculation (the ωB97M-V functional and the def2-TZVPD basis) on a molecular structure, C21H54CuNO15P3.

Each line ends with the Mulliken charge.
Geometry (Å):
1 C -9.31 -18.08 -6.54  -1.10
2 O -5.90 -17.36 -5.17  -0.73
3 O -1.75 -21.31 -13.33  -0.61
4 O -5.88 -17.40 -14.55  -0.62
5 O -7.89 -16.25 -6.49  -0.32
6 H -6.81 -14.13 -19.50  0.36
7 H -5.99 -14.53 -7.30  0.21
8 H -5.48 -12.71 -12.13  0.36
9 H -4.68 -14.77 -13.37  0.35
10 H -4.11 -15.93 -18.28  -0.18
11 O -10.12 -22.64 -13.44  -0.23
12 O -9.09 -21.17 -11.58  -0.67
13 C -12.31 -23.47 -11.41  -0.01
14 H -12.80 -19.74 -14.37  0.29
15 H -5.13 -22.79 -9.10  0.14
16 C 0.65 -23.98 -13.35  -0.88
17 C -11.26 -19.59 -12.90  -0.38
18 H 1.49 -24.28 -13.97  0.29
19 H -4.24 -12.74 -7.18  0.37
20 H -0.20 -23.64 -16.07  0.28
21 O -11.54 -20.79 -12.26  -0.29
22 C -3.19 -16.40 -17.93  -0.47
23 C -11.71 -19.67 -14.31  -1.01
24 C -5.73 -14.47 -13.37  -0.17
25 H -9.02 -21.56 -14.86  0.33
26 O -6.32 -16.16 -16.81  -0.35
27 H -11.93 -18.81 -12.53  0.28
28 C -9.05 -15.12 -3.89  -0.20
29 O -4.04 -15.87 -15.78  -0.25
30 H -11.29 -20.50 -14.87  0.25
31 H -4.33 -16.99 -9.96  0.07
32 H -7.76 -23.77 -15.59  0.36
33 C -5.36 -14.51 -6.41  -0.06
34 H -9.42 -18.11 -5.45  0.29
35 H -8.36 -17.13 -8.22  0.25
36 H -0.30 -22.05 -12.13  0.26
37 O -6.23 -14.72 -5.29  -0.21
38 C -3.29 -16.83 -16.47  -0.39
39 C -6.47 -14.94 -17.48  -0.27
40 H -10.28 -19.13 -12.79  0.41
41 H -2.36 -15.70 -17.99  0.27
42 C -8.79 -23.69 -15.24  -1.16
43 C -8.96 -22.49 -14.30  -0.26
44 H -5.69 -14.24 -17.20  0.39
45 H -5.77 -15.51 -19.46  0.27
46 C -0.86 -22.13 -13.08  0.15
47 O -3.59 -17.56 -9.66  -0.91
48 H -12.43 -24.60 -9.57  0.32
49 O -8.01 -16.14 -3.93  -0.36
50 O -6.13 -14.80 -14.71  -0.21
51 H -2.97 -17.27 -18.55  0.33
52 C -6.65 -15.08 -18.98  -1.21
53 H -7.07 -12.96 -12.75  0.30
54 H -11.41 -18.71 -14.73  0.34
55 H -5.80 -12.32 -13.84  0.32
56 H -4.52 -15.17 -6.62  0.40
57 H -7.28 -18.09 -7.16  0.40
58 H 1.02 -23.61 -12.39  0.28
59 H -5.70 -12.46 -6.21  0.32
60 H -9.92 -15.64 -3.49  0.36
61 H -7.58 -15.63 -19.14  0.30
62 H -12.92 -22.74 -11.93  0.28
63 H -8.03 -22.26 -13.77  0.37
64 C -8.17 -17.45 -7.20  -0.29
65 H -7.38 -14.48 -17.08  0.43
66 H -7.54 -13.88 -2.93  0.29
67 H -9.28 -14.67 -4.86  0.27
68 H -2.27 -16.81 -16.08  0.34
69 H -4.28 -12.95 -5.38  0.30
70 N -0.37 -23.04 -13.96  0.13
71 O -4.33 -22.25 -8.98  -0.94
72 C -0.91 -23.32 -15.31  -0.85
73 P -5.61 -16.19 -15.33  0.72
74 H -13.27 -23.21 -9.39  0.32
75 P -6.92 -16.23 -5.20  0.89
76 Cu -5.19 -19.99 -11.06  0.71
77 H -6.23 -15.07 -12.62  0.25
78 H -3.63 -17.87 -16.53  0.30
79 H -9.51 -19.03 -7.03  0.36
80 H -1.44 -22.47 -15.72  0.27
81 C -8.63 -14.02 -2.93  -1.09
82 H -10.21 -17.50 -6.75  0.32
83 H -1.63 -24.13 -15.16  0.32
84 H -9.57 -23.67 -16.00  0.29
85 O -11.04 -22.89 -11.06  -0.36
86 H -9.10 -13.06 -3.18  0.31
87 P -10.32 -21.81 -12.07  0.89
88 H -8.73 -14.23 -1.87  0.33
89 C -6.02 -13.01 -13.02  -1.19
90 C -4.82 -13.09 -6.32  -1.30
91 C -13.10 -23.96 -10.16  -1.29
92 H -14.01 -24.53 -10.31  0.36
93 H -12.10 -24.30 -12.08  0.24
94 H -9.15 -24.53 -14.64  0.30
95 H 0.15 -24.89 -13.01  0.35

The HOMO energy comes out at -3.2 eV. As for the charge: -1. The energy relative to the best compared isomer or geometry (same formula, charge and spin) is 6.820 eV. Its spin multiplicity is 1. The value obtained for the calculated total energy is -4680.49146 Ha.

[5]
ORCA calculation (the ωB97M-V functional and the def2-TZVPD basis) on 8 unconnected molecules or ions with the total composition C21H54N3O13PS.

Each line ends with the Mulliken charge.
Geometry (Å):
1 H 3.92 -1.51 0.55  0.25
2 O 0.81 6.58 -4.83  -0.60
3 H 2.11 -2.76 1.39  0.36
4 H -1.11 -5.45 3.14  0.22
5 N 0.62 -3.19 3.43  -0.15
6 O -0.20 -4.18 -3.95  -0.57
7 H 0.72 -3.69 0.69  0.20
8 O 4.51 3.65 -3.06  -0.59
9 C 1.16 -2.63 0.75  -0.98
10 C 1.62 4.64 -2.80  -0.37
11 O 2.87 1.10 3.61  -0.76
12 H 1.54 -2.31 -0.27  0.10
13 H -0.47 1.22 -0.88  0.20
14 S 1.54 0.55 3.13  1.46
15 C 1.75 5.36 0.36  0.39
16 C -2.23 -2.86 -0.52  0.60
17 H 2.93 6.73 -0.92  0.26
18 C 0.04 -0.14 0.87  -3.01
19 H 1.61 0.83 -2.53  -0.03
20 H 4.33 -0.28 2.05  0.29
21 H -0.29 -3.92 -1.25  0.14
22 C 0.49 4.72 -1.67  -0.49
23 H -3.85 1.84 1.32  0.30
24 H 1.64 -3.35 3.39  0.29
25 C -1.40 -4.12 -1.15  -1.17
26 C -0.54 0.10 -0.60  -0.36
27 C 2.70 0.31 0.58  -0.59
28 H 4.91 4.30 -2.47  0.30
29 H 3.00 0.75 -0.44  0.49
30 C 3.72 -0.56 1.13  -1.14
31 H -4.45 -0.49 -3.04  0.27
32 H 1.08 4.66 -3.81  0.27
33 H -5.59 -3.63 -0.85  0.28
34 H 3.69 6.45 0.72  0.34
35 H 1.46 2.91 1.99  0.57
36 C 1.44 -0.28 -2.42  -1.13
37 H 2.27 5.59 -2.72  0.08
38 H 3.81 5.13 -0.64  0.06
39 H -0.77 -5.20 1.35  0.24
40 H -0.02 5.75 -1.61  0.34
41 H 2.26 3.70 -2.77  0.13
42 H 1.17 6.84 -5.69  0.29
43 H -2.94 0.63 1.52  0.26
44 N 0.92 4.35 -0.29  0.42
45 C 1.00 2.31 1.13  -0.98
46 O -3.35 -3.69 7.24  -0.62
47 O -0.85 -1.24 3.66  -0.13
48 O 0.50 1.39 3.82  -0.66
49 H -0.73 0.55 -3.61  0.47
50 H -1.68 -0.08 -0.55  0.15
51 O 1.30 5.86 1.43  -0.59
52 H 1.23 2.44 -1.18  -0.61
53 O -1.64 -1.68 5.51  -0.29
54 H -3.30 -3.29 -0.41  0.16
55 H -2.33 -5.99 1.88  0.26
56 H 0.51 -3.78 -4.48  0.28
57 H 0.96 7.35 -4.27  0.30
58 H -1.67 -5.11 -0.66  0.24
59 C 3.15 5.91 -0.14  -0.83
60 H -2.19 -3.46 3.45  0.08
61 H 2.66 3.11 -0.11  0.25
62 O -4.81 -0.77 -2.19  -0.63
63 H 2.31 -0.82 -1.88  0.18
64 C 0.02 -0.71 -1.83  2.06
65 H 0.38 -3.34 4.42  0.36
66 O -3.31 1.20 0.84  -0.58
67 N -0.71 -1.11 5.01  -0.08
68 O -5.26 -2.87 -0.37  -0.62
69 C 0.04 -1.70 1.41  2.66
70 H -4.65 -0.01 -1.61  0.31
71 C 1.35 0.72 1.26  1.81
72 H -0.34 3.98 -1.97  0.21
73 C -1.01 -0.42 -3.07  -1.25
74 C 1.51 2.98 -0.22  0.37
75 H -0.85 -4.46 -4.60  0.29
76 H -3.41 -3.87 2.16  0.53
77 C -1.59 -5.15 2.13  -0.98
78 H 0.03 -1.84 -1.73  -0.71
79 H -5.63 -2.11 -0.84  0.28
80 H -0.77 0.32 1.56  0.43
81 H 1.48 -0.71 -3.50  0.49
82 H -2.77 -3.06 6.79  0.37
83 H -0.15 2.41 1.18  0.07
84 H -2.10 -0.42 -2.74  -0.02
85 C 0.33 -1.78 3.02  -1.03
86 H -4.20 -3.59 6.80  0.31
87 H -2.36 -2.01 -1.28  -0.03
88 H 5.18 2.97 -3.15  0.29
89 H -1.80 -4.20 -2.23  0.36
90 C -2.28 -3.71 2.33  -0.09
91 O 1.53 -1.07 3.43  -0.50
92 P -1.73 -2.33 1.20  -0.18
93 H -0.80 -1.27 -3.82  0.29

The HOMO energy comes out at -7.3 eV. The energy relative to the best compared isomer or geometry (same formula, charge and spin) is 5.450 eV. Its spin multiplicity is 1. The value obtained for the calculated total energy is -2714.02825 Ha.